(1)
{"formula": "C2H6N2O3", "method": "wB97M-V/def2-TZVPD", "homo_lumo_gap_ev": [7.31, 5.78], "lumo_energy_ev": [0.5984, -4.1700], "spin_multiplicity": 3, "s2": 2.014, "homo_energy_ev": [-6.71, -9.95], "elements": ["C", "C", "N", "N", "O", "O", "O", "H", "H", "H", "H", "H", "H"], "positions_angstrom": [[0.96, -1.19, -0.09], [-0.43, -0.70, -0.63], [-0.14, 1.87, 1.15], [-0.31, 0.39, -1.43], [2.09, -0.95, -0.42], [0.66, -2.17, 0.78], [-1.47, -1.04, -0.17], [0.49, 1.51, 1.85], [0.11, 1.58, 0.25], [0.49, 0.55, -1.89], [-1.07, 1.45, 1.16], [-1.09, 0.87, -1.73], [-0.30, -2.19, 1.15]]}

=====

(2)
{"formula": "C2H6N2O3P", "method": "wB97M-V/def2-TZVPD", "homo_lumo_gap_ev": 7.83, "lumo_energy_ev": 4.2112, "charge": -1, "spin_multiplicity": 1, "homo_energy_ev": -3.62, "elements": ["C", "C", "N", "N", "O", "O", "O", "P", "H", "H", "H", "H", "H", "H"], "positions_angstrom": [[-1.81, -0.31, 0.33], [-1.49, 0.95, -0.38], [-1.03, 0.69, 0.99], [2.65, -0.52, 0.34], [1.29, 0.41, -1.81], [0.74, -1.89, -0.73], [0.31, 0.42, 1.19], [1.31, -0.56, -0.70], [-2.91, -0.43, 0.75], [-1.30, -1.16, -0.18], [-0.62, 1.03, -1.05], [-2.12, 1.73, -0.45], [2.96, 0.47, 0.57], [2.02, -0.82, 1.13]]}

=====

(3)
{"formula": "C2H6N2O3PSTl", "method": "wB97M-V/def2-TZVPD", "homo_lumo_gap_ev": 3.76, "lumo_energy_ev": -13.7376, "charge": 2, "spin_multiplicity": 1, "homo_energy_ev": -17.50, "elements": ["N", "C", "C", "O", "O", "N", "O", "P", "S", "H", "H", "H", "H", "H", "H", "Tl"], "positions_angstrom": [[-0.82, 1.03, 0.97], [-0.63, 0.40, -0.28], [-1.52, -0.89, -0.44], [-1.28, -1.54, -1.51], [-2.33, -1.21, 0.35], [0.77, 0.00, -0.53], [1.27, 0.37, -1.77], [1.76, 0.52, 0.74], [1.25, -0.41, 2.42], [-1.39, 0.48, 1.61], [-1.28, 1.94, 0.89], [-0.91, 1.09, -1.08], [1.39, -0.46, -2.26], [3.05, 0.11, 0.38], [1.77, 1.91, 0.91], [-1.10, -3.34, -0.41]]}

=====

(4)
{"formula": "C2H6N2O3S", "method": "wB97M-V/def2-TZVPD", "homo_lumo_gap_ev": 10.40, "lumo_energy_ev": 0.5095, "spin_multiplicity": 1, "homo_energy_ev": -9.89, "elements": ["C", "C", "N", "N", "O", "O", "O", "S", "H", "H", "H", "H", "H", "H"], "positions_angstrom": [[0.13, 1.50, -0.29], [-0.49, 0.31, 0.31], [0.42, 2.51, -0.76], [-0.82, -0.66, -0.74], [2.73, 0.87, 1.24], [2.86, -1.51, 0.45], [1.79, 0.24, -1.13], [3.01, -0.15, -0.01], [0.18, -0.14, 0.99], [-1.43, 0.79, 0.86], [2.14, 1.70, 1.04], [-1.09, -1.57, -0.35], [1.24, -0.59, -1.45], [-1.59, -0.25, -1.27]]}

=====

(5)
{"formula": "C2H6N2O4", "method": "wB97M-V/def2-TZVPD", "homo_lumo_gap_ev": 11.06, "lumo_energy_ev": -0.1188, "spin_multiplicity": 1, "smiles": "C[N+](=O)[O-].C[N+](=O)[O-]", "homo_energy_ev": -11.18, "elements": ["C", "N", "O", "O", "H", "H", "H", "C", "N", "O", "O", "H", "H", "H"], "positions_angstrom": [[-9.09, 18.59, -4.91], [-9.84, 18.17, -3.74], [-9.40, 18.42, -2.61], [-10.95, 17.67, -3.97], [-8.07, 18.21, -4.83], [-9.10, 19.68, -4.97], [-9.53, 18.30, -5.86], [-5.93, 18.97, 0.21], [-5.19, 19.87, -0.76], [-4.46, 20.70, -0.26], [-5.38, 19.73, -1.93], [-5.66, 18.00, -0.21], [-7.02, 19.04, 0.18], [-5.63, 19.12, 1.24]]}

=====

(6)
{"formula": "C2H6N2OS", "method": "wB97M-V/def2-TZVPD", "homo_lumo_gap_ev": 9.24, "lumo_energy_ev": 0.5494, "spin_multiplicity": 1, "smiles": "O[C@@H]1CSNN1", "homo_energy_ev": -8.69, "elements": ["O", "C", "C", "S", "N", "N", "H", "H", "H", "H", "H", "H"], "positions_angstrom": [[0.57, 0.92, -1.67], [0.59, 0.37, -0.23], [0.30, -1.14, -0.19], [-1.02, -1.54, 1.01], [-1.63, 0.00, 0.56], [-0.33, 1.05, 0.52], [-0.33, 1.30, -1.82], [1.57, 0.70, 0.04], [-0.16, -1.33, -1.13], [1.16, -1.80, -0.08], [-2.12, 0.56, 1.34], [-0.03, 0.91, 1.48]]}

=====

(7)
{"formula": "C2H6N2OS2", "method": "wB97M-V/def2-TZVPD", "homo_lumo_gap_ev": 8.56, "lumo_energy_ev": -0.0500, "spin_multiplicity": 1, "homo_energy_ev": -8.61, "elements": ["C", "C", "H", "H", "H", "H", "H", "H", "N", "N", "O", "S", "S"], "positions_angstrom": [[1.99, 0.30, -0.72], [-0.08, -0.17, 0.54], [2.98, 1.05, -0.56], [2.18, -0.93, -0.61], [1.45, 0.55, -1.80], [0.16, 1.53, 1.42], [-0.66, -2.09, -0.02], [-2.01, -0.41, -1.61], [1.03, 0.56, 0.28], [-0.19, -1.25, -0.35], [1.17, 1.69, 1.00], [-1.15, 0.31, 1.83], [-0.78, -0.88, -2.03]]}

=====

(8)
{"formula": "C2H6N2OS2", "method": "wB97M-V/def2-TZVPD", "homo_lumo_gap_ev": 9.44, "lumo_energy_ev": 0.6535, "spin_multiplicity": 1, "smiles": "CS/C(=N\\S)NO", "homo_energy_ev": -8.79, "elements": ["C", "S", "C", "N", "S", "N", "O", "H", "H", "H", "H", "H", "H"], "positions_angstrom": [[-1.85, -0.97, 0.48], [-0.58, -1.38, -0.76], [0.64, -0.15, -0.31], [0.45, 1.09, -0.05], [-1.00, 1.90, -0.39], [1.94, -0.61, -0.32], [2.89, 0.38, -0.08], [-1.45, -0.75, 1.45], [-2.58, -1.79, 0.47], [-2.41, -0.10, 0.17], [-0.51, 2.77, -1.25], [2.13, -1.42, 0.21], [2.33, 1.04, 0.38]]}

=====

(9)
{"formula": "C2H6N2S", "method": "wB97M-V/def2-TZVPD", "homo_lumo_gap_ev": 9.88, "lumo_energy_ev": 0.9338, "spin_multiplicity": 1, "smiles": "NC/C=N/S", "homo_energy_ev": -8.95, "elements": ["N", "C", "C", "N", "S", "H", "H", "H", "H", "H", "H"], "positions_angstrom": [[1.86, -0.65, -0.03], [0.95, 0.46, 0.20], [-0.43, -0.06, 0.27], [-1.50, 0.51, -0.14], [-2.97, -0.32, 0.10], [1.46, -1.22, -0.72], [2.71, -0.29, -0.26], [1.08, 1.15, -0.63], [1.22, 0.99, 1.09], [-0.55, -1.00, 0.79], [-3.83, 0.42, -0.67]]}

=====

(10)
{"formula": "C2H6N2S", "method": "wB97M-V/def2-TZVPD", "homo_lumo_gap_ev": 8.94, "lumo_energy_ev": 0.7425, "spin_multiplicity": 1, "smiles": "NCC(N)=S", "homo_energy_ev": -8.20, "elements": ["N", "C", "C", "N", "S", "H", "H", "H", "H", "H", "H"], "positions_angstrom": [[-0.01, 0.47, -2.20], [-0.70, 0.57, -0.85], [0.11, -0.08, 0.24], [1.33, -0.44, -0.22], [-0.37, -0.32, 1.77], [-0.15, 1.39, -2.67], [-0.49, -0.08, -2.83], [-1.65, 0.07, -0.98], [-0.91, 1.65, -0.59], [2.03, -0.80, 0.47], [1.45, -0.29, -1.21]]}

=====

(11)
{"formula": "C2H6N2S", "method": "wB97M-V/def2-TZVPD", "homo_lumo_gap_ev": [7.54, 7.54], "lumo_energy_ev": [-0.0046, -0.0073], "spin_multiplicity": 1, "homo_energy_ev": [-7.55, -7.55], "elements": ["C", "C", "N", "N", "S", "H", "H", "H", "H", "H", "H"], "positions_angstrom": [[1.62, -0.42, -0.23], [-2.53, 0.14, -0.13], [-1.42, -0.46, 0.63], [2.74, 0.21, 0.12], [0.00, 0.29, 0.61], [1.71, -1.37, -0.58], [-2.24, 1.16, -0.36], [-3.42, -0.03, 0.28], [-2.48, -0.27, -1.16], [3.62, -0.26, 0.23], [2.39, 1.03, 0.60]]}

=====

(12)
{"formula": "C2H6N2S", "method": "wB97M-V/def2-TZVPD", "homo_lumo_gap_ev": 8.52, "lumo_energy_ev": 0.6238, "spin_multiplicity": 1, "smiles": "NCC(N)=S", "homo_energy_ev": -7.90, "elements": ["N", "C", "C", "N", "S", "H", "H", "H", "H", "H", "H"], "positions_angstrom": [[-1.30, -0.17, 0.24], [-0.03, -0.96, -0.26], [1.04, 0.13, -0.18], [0.60, 1.34, -0.22], [2.66, -0.28, 0.08], [-1.48, -0.32, 1.19], [-2.11, -0.18, -0.49], [-0.27, -1.37, -1.20], [0.31, -1.69, 0.48], [1.08, 2.22, 0.36], [-0.51, 1.27, -0.01]]}

=====

(13)
{"formula": "C2H6N2S2", "method": "wB97M-V/def2-TZVPD", "homo_lumo_gap_ev": 9.58, "lumo_energy_ev": 0.5609, "spin_multiplicity": 1, "smiles": "[H]/N=C(\\CS)NS", "homo_energy_ev": -9.02, "elements": ["H", "N", "C", "C", "S", "N", "S", "H", "H", "H", "H", "H"], "positions_angstrom": [[0.19, -2.19, -1.28], [0.47, -1.58, -0.40], [0.09, -0.37, -0.15], [-0.72, 0.41, -1.19], [-0.19, 2.19, -1.02], [0.07, 0.09, 1.12], [0.07, -0.85, 2.60], [-1.77, 0.49, -0.88], [-0.51, 0.01, -2.28], [1.20, 2.15, -0.54], [-0.31, 0.97, 1.32], [1.42, -1.32, 2.68]]}

=====

(14)
{"formula": "C2H6N2S2", "method": "wB97M-V/def2-TZVPD", "homo_lumo_gap_ev": 9.37, "lumo_energy_ev": 0.3968, "spin_multiplicity": 1, "smiles": "[H]/N=C(\\CS)NS", "homo_energy_ev": -8.97, "elements": ["H", "N", "C", "C", "S", "N", "S", "H", "H", "H", "H", "H"], "positions_angstrom": [[-0.77, -0.65, 1.79], [-0.18, -1.13, 1.17], [0.04, -0.23, 0.30], [-0.36, 1.30, 0.30], [-1.19, 1.68, -1.31], [1.21, -0.40, -0.44], [2.16, -1.95, -0.56], [0.60, 1.95, 0.50], [-1.25, 1.55, 0.92], [-1.94, 0.49, -1.06], [0.75, -0.01, -1.41], [0.93, -2.61, -0.20]]}

=====

(15)
{"formula": "C2H6N2S3", "method": "wB97M-V/def2-TZVPD", "homo_lumo_gap_ev": 8.90, "lumo_energy_ev": 0.4193, "spin_multiplicity": 1, "smiles": "CN(S)C(=S)NS", "homo_energy_ev": -8.48, "elements": ["C", "N", "S", "C", "S", "N", "S", "H", "H", "H", "H", "H", "H"], "positions_angstrom": [[1.10, 1.42, 0.83], [0.05, 0.88, -0.02], [-0.68, 1.95, -1.14], [-0.47, -0.38, 0.18], [-2.02, -0.82, -0.18], [0.38, -1.28, 0.83], [1.98, -1.57, 0.27], [1.18, 0.82, 1.75], [2.05, 1.45, 0.30], [0.83, 2.45, 1.10], [-1.87, 2.13, -0.51], [-0.11, -2.12, 1.07], [2.63, -1.12, 1.34]]}

=====

(16)
{"formula": "C2H6N2S3", "method": "wB97M-V/def2-TZVPD", "homo_lumo_gap_ev": 8.40, "lumo_energy_ev": 0.4013, "spin_multiplicity": 1, "smiles": "CSN(S)C(N)=S", "homo_energy_ev": -8.00, "elements": ["C", "S", "N", "S", "C", "N", "S", "H", "H", "H", "H", "H", "H"], "positions_angstrom": [[1.25, 0.34, 0.47], [0.07, 0.96, -0.76], [-0.20, -0.60, -1.35], [0.81, -1.43, -2.35], [-1.37, -1.24, -0.98], [-2.24, -0.50, -0.24], [-1.74, -2.76, -1.48], [1.77, 1.27, 0.91], [1.98, -0.15, -0.21], [0.80, -0.33, 1.18], [1.56, -2.09, -1.46], [-1.90, 0.24, 0.25], [-2.91, -1.19, 0.16]]}

=====

(17)
{"formula": "C2H6N3", "method": "wB97M-V/def2-TZVPD", "homo_lumo_gap_ev": 9.05, "lumo_energy_ev": -7.6764, "charge": 1, "spin_multiplicity": 1, "homo_energy_ev": -16.73, "elements": ["C", "C", "N", "N", "N", "H", "H", "H", "H", "H", "H"], "positions_angstrom": [[-0.40, 1.24, 0.38], [0.81, -0.52, -0.70], [-1.50, -2.07, 1.45], [-0.70, -1.40, 1.07], [-0.38, -0.03, -0.22], [-1.18, 1.22, 1.09], [0.72, 1.59, 0.53], [-0.72, 1.76, -0.47], [1.76, -0.07, -0.50], [0.79, -1.53, -0.77], [0.79, -0.18, -1.87]]}

=====

(18)
{"formula": "C2H6N3", "method": "wB97M-V/def2-TZVPD", "homo_lumo_gap_ev": 10.08, "lumo_energy_ev": -4.0673, "charge": 1, "spin_multiplicity": 1, "smiles": "N/[NH+]=C1\\CN1", "homo_energy_ev": -14.15, "elements": ["N", "N", "C", "C", "N", "H", "H", "H", "H", "H", "H"], "positions_angstrom": [[-1.62, -0.34, 1.09], [-1.24, -0.16, -0.22], [-0.06, 0.12, -0.59], [1.65, 0.33, 0.04], [1.03, 0.27, -1.23], [-0.73, -0.38, 1.71], [-2.33, -1.14, 1.11], [-2.14, 0.06, -0.80], [2.03, 1.24, 0.44], [1.91, -0.50, 0.54], [1.49, 0.48, -2.10]]}

=====

(19)
{"formula": "C2H6N3O", "method": "wB97M-V/def2-TZVPD", "homo_lumo_gap_ev": [7.06, 8.25], "lumo_energy_ev": [-3.6939, -8.4900], "charge": 1, "spin_multiplicity": 3, "s2": 2.009, "homo_energy_ev": [-10.75, -16.74], "elements": ["C", "C", "N", "N", "N", "O", "H", "H", "H", "H", "H", "H"], "positions_angstrom": [[0.40, -0.42, -1.13], [-0.86, 0.25, -0.15], [1.23, 0.58, -1.32], [1.63, 1.61, -1.30], [-0.21, -0.21, 1.50], [-0.99, 1.43, -0.19], [0.88, -1.28, -0.65], [-0.08, -0.72, -2.07], [-1.66, -0.50, -0.20], [-0.90, 0.17, 2.15], [0.67, 0.28, 1.68], [-0.10, -1.20, 1.69]]}

=====

(20)
{"formula": "C2H6N3O2", "method": "wB97M-V/def2-TZVPD", "homo_lumo_gap_ev": [8.23, 8.24], "lumo_energy_ev": [-6.5458, -6.5443], "charge": 1, "spin_multiplicity": 1, "homo_energy_ev": [-14.78, -14.79], "elements": ["C", "C", "N", "N", "N", "O", "O", "H", "H", "H", "H", "H", "H"], "positions_angstrom": [[0.16, -1.20, 0.30], [-0.02, 1.21, -0.13], [5.31, -0.05, 0.22], [1.97, 0.22, -0.23], [0.74, -0.02, -0.04], [4.39, 0.35, -0.20], [2.85, -0.68, 0.00], [0.09, -1.39, 1.34], [-0.82, -1.40, -0.28], [0.78, -1.94, -0.07], [0.60, 1.94, 0.35], [-0.05, 1.67, -1.15], [-0.99, 0.95, 0.32]]}

=====

| no. | F_max (hartree/bohr) |
| --- | --- |
| 1 | 0.092 |
| 2 | 0.064 |
| 3 | 0.080 |
| 4 | 0.055 |
| 5 | 0.054 |
| 6 | 0.083 |
| 7 | 0.075 |
| 8 | 0.035 |
| 9 | 0.061 |
| 10 | 0.075 |
| 11 | 0.120 |
| 12 | 0.118 |
| 13 | 0.096 |
| 14 | 0.101 |
| 15 | 0.013 |
| 16 | 0.085 |
| 17 | 0.098 |
| 18 | 0.089 |
| 19 | 0.150 |
| 20 | 0.085 |